No. 1
{
  "formula": "C4H5O2Sc",
  "method": "the ωB97M-V functional and the def2-TZVPD basis",
  "species": ["O", "C", "C", "C", "C", "O", "Sc", "H", "H", "H", "H", "H"],
  "xyz": [[-2.89364, 0.61072, -0.34212], [-1.58011, 0.68283, -0.02093], [-0.88011, -0.35226, 0.48489], [0.58776, -0.39854, 0.51952], [1.37390, 0.00012, -0.50206], [2.69720, 0.02526, -0.51577], [4.31557, -0.32985, 0.49558], [-1.09445, 1.55154, -0.47277], [-1.42661, -1.11363, 1.05471], [1.06629, -0.72794, 1.44908], [0.90079, 0.34028, -1.43625], [-3.06659, -0.28851, -0.71388]],
  "total_charge": 2,
  "spin_multiplicity": 1,
  "homo_lumo_gap_ha": [0.24201, 0.27503]
}


No. 2
{
  "formula": "C4H5O2Zn",
  "method": "the ωB97M-V functional and the def2-TZVPD basis",
  "species": ["O", "C", "C", "C", "C", "O", "Zn", "H", "H", "H", "H", "H"],
  "xyz": [[-3.30383, 0.39264, -0.22200], [-2.33334, 0.58022, 0.62207], [-1.73155, -0.71322, 0.79440], [-0.25066, -0.82786, 0.77719], [0.53024, -0.41861, -0.24155], [1.84949, -0.49796, -0.30512], [3.14028, -0.74025, 0.68165], [-1.66143, 1.42216, 0.38380], [-2.19674, -1.23419, 1.64494], [0.23270, -1.24966, 1.66537], [0.06410, 0.06574, -1.11409], [-2.87962, -0.93088, -0.21076]],
  "total_charge": 1,
  "spin_multiplicity": 1,
  "homo_lumo_gap_ha": 0.12962
}


Number 1: maximum force 4.06 eV Å⁻¹. Number 2: maximum force 6.27 eV Å⁻¹.